{"formula": "C35H74INbO15PS5", "method": "the ωB97M-V functional and the def2-TZVPD basis", "symbols": ["C", "C", "C", "C", "Nb", "I", "C", "C", "C", "C", "O", "O", "C", "C", "O", "C", "C", "O", "C", "C", "P", "C", "O", "H", "H", "H", "H", "H", "H", "H", "H", "H", "H", "H", "H", "H", "H", "H", "H", "H", "H", "H", "H", "H", "H", "H", "H", "H", "H", "H", "H", "H", "H", "H", "H", "H", "H", "C", "C", "C", "S", "O", "O", "C", "H", "H", "H", "H", "H", "H", "H", "H", "C", "C", "C", "S", "O", "O", "C", "H", "H", "H", "H", "H", "H", "H", "H", "C", "C", "C", "S", "O", "O", "C", "H", "H", "H", "H", "H", "H", "H", "H", "C", "C", "C", "S", "O", "O", "C", "H", "H", "H", "H", "H", "H", "H", "H", "C", "C", "C", "S", "O", "O", "C", "H", "H", "H", "H", "H", "H", "H", "H"], "coordinates": [[2.2757, -1.0381, 5.1943], [1.4012, -0.7332, 3.9490], [2.3343, -0.4832, 2.7711], [1.6699, -0.1991, 1.4101], [0.1640, -1.7189, 0.6223], [1.4788, -3.9646, 1.8531], [-0.9933, 0.0797, -0.1912], [-2.0421, 0.5468, 0.8352], [-3.1747, 1.4468, 0.2232], [-4.4746, 1.1178, 0.8799], [-4.8881, 1.7600, 1.7752], [-5.1627, 0.0437, 0.4173], [-5.9867, -0.5631, 1.4248], [-6.6164, -1.8557, 0.8819], [1.2080, -1.8703, -1.1245], [0.9578, -2.8002, -2.1497], [1.5486, -4.1896, -1.9146], [0.5869, -5.1480, -1.5247], [0.8662, -6.4647, -1.9671], [0.3163, -7.4107, -0.9026], [-1.8656, -3.1347, -0.0838], [-3.1154, -3.1749, 1.3122], [-2.7138, -2.3838, -1.3480], [1.7075, -1.5415, 5.9707], [3.0267, -1.7589, 4.8507], [2.8130, -0.1622, 5.5531], [0.7545, -1.5954, 3.8293], [0.7826, 0.1301, 4.2049], [2.9025, 0.4202, 3.0368], [3.0593, -1.2919, 2.7199], [1.1897, 0.7837, 1.3857], [2.4541, -0.1761, 0.6452], [-0.7158, -1.4895, 2.1846], [-1.4211, -0.1346, -1.1740], [-0.2695, 0.8895, -0.3240], [-1.5528, 1.0949, 1.6356], [-2.5105, -0.3125, 1.3167], [-2.9436, 2.4747, 0.4580], [-3.2205, 1.3595, -0.8680], [-6.7734, 0.1045, 1.7586], [-5.3627, -0.8194, 2.2779], [-6.4433, -1.9639, -0.1865], [-7.6835, -1.8842, 1.0713], [-6.1191, -2.6957, 1.3569], [-0.0670, -2.8384, -2.5344], [1.5488, -2.4471, -3.0181], [2.3857, -4.1083, -1.2145], [1.9892, -4.5304, -2.8630], [0.3025, -6.6135, -2.8960], [1.9404, -6.5879, -2.1148], [1.0431, -7.6030, -0.1177], [-0.4977, -6.8678, -0.4244], [-0.0926, -8.3273, -1.3244], [-2.6657, -2.7209, 2.1887], [-3.4281, -4.1965, 1.5237], [-3.9848, -2.5980, 1.0117], [-3.1047, -1.5596, -1.0188], [-5.5853, 3.4462, -4.9298], [-6.6499, 3.2058, -3.8516], [-6.0011, 2.3679, -2.7420], [-4.2494, 2.7597, -2.7810], [-3.5224, 1.5807, -3.1702], [-3.9064, 3.5225, -1.6126], [-4.3244, 3.8703, -4.1822], [-5.8984, 4.2050, -5.6465], [-5.3996, 2.5198, -5.4781], [-6.9770, 4.1657, -3.4450], [-7.5293, 2.7056, -4.2561], [-6.3986, 2.6139, -1.7599], [-6.1066, 1.3004, -2.9271], [-3.4168, 3.7744, -4.7737], [-4.4157, 4.8854, -3.7956], [5.6039, 1.1140, -2.7008], [6.8488, 0.2690, -3.0047], [7.0191, -0.7295, -1.8530], [5.3699, -1.0155, -1.1995], [5.3152, -0.4994, 0.1441], [4.9569, -2.3569, -1.5234], [4.5216, 0.1258, -2.2787], [5.2925, 1.6975, -3.5623], [5.8172, 1.8054, -1.8807], [6.6988, -0.2708, -3.9419], [7.7396, 0.8878, -3.1213], [7.4383, -1.6751, -2.1888], [7.6287, -0.3184, -1.0499], [3.6957, 0.5923, -1.7458], [4.1470, -0.4391, -3.1299], [-4.9602, 7.0023, 2.0323], [-4.4026, 5.8734, 1.1566], [-3.7787, 6.5234, -0.0843], [-3.2515, 8.1642, 0.4170], [-4.0361, 9.1427, -0.2989], [-1.8125, 8.2253, 0.4424], [-3.8644, 8.0615, 2.0953], [-5.2300, 6.6473, 3.0262], [-5.8566, 7.4220, 1.5683], [-3.6373, 5.3264, 1.7097], [-5.1745, 5.1582, 0.8778], [-2.9182, 5.9641, -0.4425], [-4.5060, 6.6380, -0.8861], [-4.2221, 9.0382, 2.4143], [-3.0386, 7.7385, 2.7288], [2.8614, -0.9203, -8.2641], [1.7661, -1.1783, -7.2199], [2.4482, -1.2620, -5.8489], [3.9253, -0.2496, -5.9652], [5.0814, -1.1020, -5.8391], [3.7587, 0.9314, -5.1590], [3.7312, 0.1926, -7.6877], [2.4425, -0.6391, -9.2299], [3.4578, -1.8248, -8.4050], [1.0543, -0.3500, -7.2271], [1.2095, -2.0892, -7.4352], [1.8144, -0.8767, -5.0529], [2.7587, -2.2790, -5.6152], [4.7087, 0.2685, -8.1589], [3.2193, 1.1540, -7.7265], [5.1994, -3.0446, 8.7007], [4.7119, -2.7004, 10.1141], [4.2456, -1.2395, 10.0944], [3.7087, -0.9073, 8.4096], [4.5943, 0.0727, 7.8357], [2.2802, -0.7467, 8.3961], [4.1312, -2.5145, 7.7493], [5.3490, -4.1163, 8.5738], [6.1518, -2.5452, 8.5072], [3.8751, -3.3508, 10.3784], [5.4925, -2.8530, 10.8596], [3.4130, -1.0673, 10.7720], [5.0596, -0.5545, 10.3257], [4.4767, -2.4079, 6.7243], [3.2331, -3.1308, 7.7800]], "atomic_forces_ev_per_a": [[0.0166, -0.4609, -0.9878], [0.8186, -0.1651, 1.2784], [-0.6111, 0.9899, -0.1050], [-1.0465, -0.2787, 0.4904], [3.0234, 0.4608, -2.0173], [-0.3207, 0.1400, 0.0233], [0.2521, -0.3809, 1.0506], [-0.5351, -0.1995, -0.8231], [0.5818, -0.6908, -0.2231], [0.8848, -0.1611, -1.7660], [-1.1866, 1.4111, 2.5302], [0.4380, -0.5389, -0.0985], [-0.5828, -0.6836, -0.2213], [0.6018, 0.2842, -0.0465], [-1.8100, -0.7432, 1.1957], [1.5166, 0.3760, -1.1535], [-0.0455, -0.1536, -0.5243], [0.2447, 0.1827, 0.2441], [-0.6290, 0.1760, 0.5399], [-0.1119, 0.4436, 0.0100], [-0.5565, 0.5405, 0.2940], [0.2491, -0.1796, -0.4424], [-0.1891, -0.0769, 0.5103], [-0.0825, 0.3174, 0.2905], [0.1084, -0.0335, 0.1495], [-0.1231, 0.0583, 0.2291], [-0.1376, 0.0348, -0.4342], [-0.1697, 0.0560, -0.4050], [0.2313, -0.0948, 0.0439], [-0.0585, -0.1902, -0.2472], [0.1407, 0.1091, 0.2931], [-0.1331, -0.2184, -0.2309], [-0.1667, -0.0861, 0.0280], [-0.1142, -0.1069, 0.0454], [0.1119, -0.0500, -0.1927], [0.0421, 0.0188, 0.1287], [-0.0076, -0.1209, -0.0107], [-0.1845, 0.2942, -0.0696], [0.1287, -0.4019, 0.5107], [0.1061, 0.3710, -0.0220], [0.1106, 0.2568, 0.1103], [-0.0399, 0.1252, -0.1086], [-0.1274, -0.0872, 0.0644], [-0.2376, -0.2613, 0.0008], [-0.2228, -0.0971, 0.5557], [-0.1271, 0.1306, 0.0194], [-0.1338, -0.0218, 0.2469], [-0.0546, 0.1193, -0.0983], [0.3478, -0.1384, -0.2488], [0.0173, -0.1628, -0.1882], [0.1009, -0.1952, -0.0301], [-0.1699, -0.0693, 0.0074], [0.2178, -0.1656, 0.0224], [-0.0069, -0.0375, 0.1526], [-0.0879, -0.0430, 0.0628], [-0.1252, 0.1337, -0.0480], [0.1199, -0.0300, -0.2033], [-0.0339, -0.0561, 0.0384], [0.0337, 0.0480, -0.0164], [-0.4370, 0.0190, -0.1040], [-0.2608, 0.2514, -0.4063], [0.0878, 0.0617, 0.0870], [0.1100, 0.2389, 0.0666], [-0.1836, 0.0687, -0.3825], [0.0086, -0.0116, -0.0013], [0.0356, 0.0205, -0.0037], [0.0204, -0.0052, -0.0026], [0.0046, 0.0001, 0.0206], [0.1571, -0.0918, 0.0737], [0.1315, -0.0090, 0.0402], [0.0769, -0.0546, 0.1435], [0.0338, -0.0290, 0.0552], [0.1629, 0.0056, 0.1089], [-0.0357, 0.0285, -0.0597], [0.3553, 0.1626, -0.2733], [-0.4025, 0.0397, -0.2445], [0.0894, -0.2025, 0.0943], [0.0938, -0.1217, 0.2628], [0.0747, 0.3787, -0.1193], [-0.0379, -0.0234, 0.0032], [-0.0388, -0.0388, 0.0290], [-0.0508, -0.0030, 0.0223], [-0.0027, -0.0116, 0.0197], [-0.0852, -0.0684, 0.1284], [-0.1070, -0.0297, 0.0813], [-0.0293, -0.1889, 0.1091], [0.0407, -0.0390, 0.1301], [-0.0101, -0.0420, -0.1043], [0.0017, 0.0359, 0.0700], [-0.1129, -0.3933, 0.0242], [-0.0201, -0.3148, 0.2064], [0.1463, 0.0938, -0.0502], [-0.0041, 0.2695, -0.1761], [-0.2621, -0.0657, 0.2646], [0.0033, 0.0071, -0.0080], [0.0107, 0.0370, 0.0339], [-0.0182, -0.0159, -0.0153], [0.0672, -0.0448, -0.0139], [0.0213, 0.1142, -0.0898], [0.0424, 0.1107, -0.0073], [0.1093, 0.0666, -0.1118], [0.0428, 0.0180, -0.0604], [-0.0459, -0.0756, 0.0771], [0.0319, 0.0641, -0.0686], [-0.3581, -0.1702, -0.1021], [-0.4331, -0.0841, -0.3162], [0.1374, 0.1817, 0.1581], [0.2407, 0.0748, -0.0033], [-0.0846, -0.0883, -0.3811], [0.0160, -0.0032, 0.0030], [0.0255, 0.0310, -0.0126], [0.0197, 0.0002, 0.0088], [-0.0007, 0.0072, 0.0335], [0.1505, -0.0057, 0.1070], [0.1090, 0.0556, 0.0566], [0.0596, 0.0283, 0.1499], [0.0276, 0.0072, 0.0763], [-0.0034, 0.0848, 0.0758], [0.0126, -0.0379, -0.0221], [0.1747, -0.2430, 0.3523], [-0.0958, -0.2933, -0.0914], [-0.0951, 0.1430, 0.0654], [0.0079, 0.2964, 0.1241], [0.2685, -0.3111, 0.0090], [0.0034, 0.0127, -0.0157], [-0.0124, -0.0128, -0.0372], [-0.0037, 0.0130, -0.0267], [-0.0190, 0.0070, 0.0049], [-0.0394, 0.1336, -0.1027], [-0.0290, 0.0529, -0.1075], [-0.1286, 0.1396, -0.0200], [-0.0410, 0.0721, -0.0396]], "mulliken_charge": [-1.36, 0.16, -0.53, -0.60, -0.77, -0.49, -1.21, 0.04, 0.98, 0.16, -0.65, -0.13, -0.38, -1.26, -0.29, 0.12, -0.62, -0.03, -0.33, -1.07, 0.21, -0.44, -0.61, 0.40, 0.23, 0.35, 0.08, 0.20, 0.32, 0.25, 0.43, 0.00, 0.18, 0.63, 0.65, 0.42, -0.10, 0.13, -0.55, 0.44, 0.36, 0.31, 0.31, 0.38, 0.30, -0.52, 0.32, 0.47, 0.25, 0.40, 0.29, 0.23, 0.34, 0.26, 0.46, -0.33, 0.23, -0.58, -0.72, -0.68, 1.22, -0.68, -0.61, -0.76, 0.38, 0.28, 0.31, 0.34, 0.37, 0.43, 0.42, 0.28, -0.83, -0.43, -0.79, 1.21, -0.68, -0.67, 0.12, 0.39, 0.39, 0.12, 0.40, 0.37, 0.33, 0.39, -0.34, -0.73, -0.44, -0.47, 1.18, -0.67, -0.68, -0.74, 0.35, 0.33, 0.25, 0.24, 0.32, 0.30, 0.41, 0.36, -0.60, -0.76, -0.44, 1.29, -0.70, -0.66, -0.83, 0.38, 0.28, 0.32, 0.34, 0.25, 0.35, 0.41, 0.34, -0.74, -0.65, -0.69, 1.24, -0.66, -0.66, -0.54, 0.38, 0.32, 0.30, 0.33, 0.32, 0.35, 0.32, 0.40], "multiplicity": 1, "homo_ev": -3.9, "total_charge": -1, "e_tot_ha": -5193.47052, "e_lumo_ev": 1.66, "orbital_gap_ev": 5.518, "mol_weight_g_mol": 1146.08}